2 unconnected molecules or ions with the total composition C3H12N3O. Source: the Open Molecules 2025 dataset; level of theory: ωB97M-V/def2-TZVPD.

Cartesian coordinates (Å):
O 1.26 -1.36 -0.26
N -1.24 0.06 -1.26
N 0.33 1.40 -0.33
N 1.07 1.28 -1.50
C -1.60 0.83 1.02
C 1.01 -1.81 1.07
C -0.81 0.75 -0.23
H 1.59 2.13 -1.69
H 1.14 -0.95 1.72
H 1.39 -2.14 -0.81
H -2.21 1.73 1.01
H -2.26 -0.03 1.12
H 0.69 1.90 0.48
H -2.13 -0.43 -1.24
H -0.96 0.87 1.90
H 1.72 -2.58 1.36
H 1.71 0.49 -1.42
H -0.69 0.05 -2.11
H 0.00 -2.20 1.17

As for the HOMO energy: -14.36 eV. As for the total energy: -9816.9103 eV. The total charge is +1. The calculation puts the largest force on an atom at 0.460 eV/Å. As for the energy above the lowest of the compared OMol25 structures with the same formula, charge and spin: 43.9 kcal/mol. The calculation puts the gap between HOMO and LUMO at 11.54 eV.



A molecular structure, C4H5EuO6 at a distorted geometry. Source: the Open Molecules 2025 dataset; level of theory: ωB97M-V/def2-TZVPD.

Cartesian coordinates (Å):
Eu 4.82 0.02 1.85
O -2.25 2.32 0.08
O 2.71 1.12 0.57
O 2.67 -1.08 0.66
O 1.33 -0.05 -0.76
O -0.77 1.08 -0.93
O -2.50 0.13 0.05
C 2.24 0.02 0.20
C -1.94 1.14 -0.44
C -1.04 -1.29 0.12
C 0.03 -0.58 -0.62
H -2.53 2.91 -0.63
H -0.06 -0.99 -1.64
H 0.10 -1.09 0.81
H -1.46 -1.46 1.12
H -1.34 -2.18 -0.45

As for the HOMO energy (spin up / spin down): -5.85 / -8.14 eV. Its expectation value of S² is 20.008. As for the multiplicity: 9. As for the total energy: -35835.1326 eV. The total charge is 0. The calculation puts the largest force on an atom at 5.122 eV/Å. As for the energy above the lowest of the compared OMol25 structures with the same formula, charge and spin: 138.8 kcal/mol. The calculation puts the gap between HOMO and LUMO (spin up / spin down) at 5.67 / 7.82 eV.



A gas-phase ion, C5H16N5 (charge +1) at a distorted geometry. Source: the Open Molecules 2025 dataset; level of theory: ωB97M-V/def2-TZVPD.

Cartesian coordinates (Å):
N 2.72 0.63 0.90
N 2.05 -1.88 0.94
N -1.95 -0.44 0.11
N -2.64 -1.39 -0.77
N 0.40 -1.61 -0.58
C 1.20 -1.10 0.32
C 1.30 0.38 0.73
C -0.86 1.82 -0.04
C -2.00 0.88 -0.54
C 0.63 1.31 -0.37
H 1.34 2.13 -0.35
H 0.20 -2.67 -0.71
H -1.10 1.93 1.08
H 3.48 0.63 0.12
H -2.50 -0.45 0.96
H 2.75 1.61 1.29
H -0.95 2.83 -0.34
H -3.18 -0.86 -1.55
H -1.82 -1.90 -1.25
H 2.73 -1.32 1.47
H -0.51 -1.01 -0.76
H -2.98 1.43 -0.41
H 2.11 -2.85 0.94
H -1.95 0.74 -1.60
H 0.69 0.74 -1.32
H 0.87 0.40 1.74

As for the HOMO energy: -13.21 eV. As for the total energy: -12887.0896 eV. The total charge is +1. The calculation puts the largest force on an atom at 3.430 eV/Å. As for the energy above the lowest of the compared OMol25 structures with the same formula, charge and spin: 27.0 kcal/mol. The calculation puts the gap between HOMO and LUMO at 10.35 eV. As for the SMILES: NNCCC[C@H](N)C(N)=[NH2+].